No. 1
The following is a DFT calculation (ωB97M-V/def2-TZVPD) of a cluster of 4 separate species, C33H44BF3O12S2 in total.

Structure (ORCA input):
```
! RIJCOSX wB97M-V def2-TZVPD def2/J DEFGRID3
* xyz 0 1
C -0.1228 1.8022 0.6387
C -1.1320 0.7887 0.1118
O -0.9601 -0.5168 0.6764
B -0.4991 -1.4730 -0.2018
O -1.1144 -2.6697 -0.3278
C 0.8233 -1.2127 -1.0651
C 2.0655 -1.3622 -0.4441
C 2.1448 -1.7997 1.0006
C 1.7127 -3.2809 1.1714
C 2.6061 -4.1327 2.0757
C 4.1021 -4.0866 1.8017
S 4.5993 -4.7226 0.2247
O 3.5017 -4.8342 -0.6817
O 5.7319 -3.9607 -0.2153
O 5.1163 -6.1888 0.5924
C 3.2394 -1.1123 -1.1543
C 3.1838 -0.7033 -2.4810
S 4.7297 -0.3209 -3.2936
O 5.1579 -1.3067 -4.2316
O 4.6771 1.0301 -3.7791
C 6.0138 -0.2571 -1.9533
F 5.6409 0.5359 -0.9556
F 6.2844 -1.4667 -1.5015
F 7.1023 0.2436 -2.5031
C 1.9470 -0.5774 -3.1235
C 0.7670 -0.8318 -2.4076
C -0.5276 -0.6585 -3.1190
O -1.5185 -1.2833 -2.8500
C -0.5662 0.3441 -4.2099
C -1.7593 0.9884 -4.5358
C -1.7496 1.8931 -5.5928
C -0.5853 2.1378 -6.3171
C 0.6101 1.5018 -5.9903
C 0.5951 0.6053 -4.9265
C 1.8312 -0.1303 -4.5487
O 2.6636 -0.3603 -5.3765
H 0.5643 1.3647 1.3596
H -0.6037 2.6392 1.1288
H 0.4450 2.2266 -0.1827
H -1.0513 0.7676 -0.9736
H -2.1534 1.0947 0.3265
H -2.0708 -2.5629 -0.2204
H 3.1678 -1.6288 1.3270
H 1.5217 -1.1509 1.6141
H 1.5687 -3.7164 0.1904
H 0.7308 -3.2702 1.6400
H 2.2608 -5.1604 1.9793
H 2.4269 -3.8500 3.1105
H 4.5520 -3.1102 1.9201
H 4.5917 -4.7174 2.5432
H 5.6569 -6.4345 -0.1762
H 4.1792 -1.2380 -0.6446
H -2.6754 0.7884 -4.0038
H -2.6724 2.3843 -5.8645
H -0.6188 2.8270 -7.1484
H 1.5179 1.6839 -6.5387
C -5.6041 -0.9471 1.8702
C -4.3608 -0.9165 2.7583
C -3.5087 -2.0096 2.1386
O -3.8329 -2.0273 0.7425
C -4.9995 -1.2373 0.5029
H -6.1803 -0.0230 1.8864
H -6.2616 -1.7645 2.1746
H -3.8558 0.0484 2.6624
H -4.5667 -1.0900 3.8134
H -3.7498 -2.9911 2.5615
H -2.4411 -1.8313 2.2596
H -4.6938 -0.3115 0.0020
H -5.6742 -1.7812 -0.1585
C -1.0937 0.1989 6.4884
C -1.1813 1.3410 5.4807
C -0.7002 0.6650 4.2049
O -1.0852 -0.7090 4.3034
C -1.5119 -0.9923 5.6385
H -1.7257 0.3352 7.3645
H -0.0625 0.0770 6.8275
H -2.2202 1.6610 5.3690
H -0.5846 2.2116 5.7482
H 0.3907 0.7128 4.1167
H -1.1378 1.0955 3.3028
H -2.6015 -1.1125 5.6357
H -1.0619 -1.9295 5.9678
C -1.4642 6.2685 -1.8887
C -2.7863 5.9297 -1.2066
C -2.5459 4.4926 -0.7659
O -1.1446 4.3764 -0.5041
C -0.4647 5.5308 -1.0092
H -1.2627 7.3365 -1.9521
H -1.4501 5.8579 -2.9010
H -2.9325 6.5717 -0.3350
H -3.6554 6.0331 -1.8543
H -2.8093 3.7847 -1.5604
H -3.1029 4.2258 0.1339
H -0.1525 6.1471 -0.1595
H 0.4261 5.2139 -1.5525
*
```

The SMILES is CCOB(O)c1c(CCCCS(=O)(=O)O)cc(S(=O)(=O)C(F)(F)F)c2c1C(=O)c1ccccc1C2=O.C1CCOC1.C1CCOC1.C1CCOC1. The value obtained for the frontier orbital gap is 8.9 eV. The value obtained for the energy above the lowest of the compared OMol25 structures with the same formula, charge and spin is 0.0 kcal/mol.

---

No. 2
The following is a DFT calculation (ωB97M-V/def2-TZVPD) of a structure of composition C33H45BN7OPrS4.

Structure (ORCA input):
```
! RIJCOSX wB97M-V def2-TZVPD def2/J DEFGRID3
* xyz 0 3
Pr -0.0973 -0.0655 -0.1987
C 4.4205 -1.7067 1.0037
C 3.8189 -2.6841 2.0061
C 3.2022 -3.8563 1.2442
C 4.9440 -3.1509 2.9315
N 2.7329 -2.1156 2.8787
C 2.2586 -2.8699 3.9391
C 1.2808 -2.1632 4.5300
N 1.1341 -0.9803 3.8437
B -0.0337 -0.0511 4.2614
N 0.2367 1.4232 3.8610
C 1.2440 2.0821 4.5295
C 1.5059 3.2272 3.8719
N 0.6435 3.2844 2.7907
C -0.1210 2.1646 2.8018
S -1.3806 1.7794 1.6871
C 0.6482 4.3761 1.7677
C -0.6949 5.0992 1.7755
C 1.7434 5.3732 2.1397
C 0.9786 3.7994 0.3876
N -1.4308 -0.5509 3.8083
C -2.5172 0.0415 4.4116
C -3.6123 -0.2761 3.7005
N -3.2082 -1.0880 2.6534
C -1.8619 -1.2319 2.7320
S -0.8488 -2.1830 1.7069
C -4.2151 -1.4799 1.6070
C -3.7236 -2.4989 0.5853
C -5.4099 -2.0907 2.3360
C -4.6143 -0.2016 0.8672
C 2.0101 -0.9651 2.8209
S 2.1940 0.3055 1.6699
H 5.2319 -2.2571 0.5221
H 4.8434 -0.8268 1.4850
H 3.7211 -1.3878 0.2400
H 3.9650 -4.3572 0.6471
H 2.4296 -3.4892 0.5718
H 2.7593 -4.5898 1.9178
H 5.7693 -3.5081 2.3170
H 4.6558 -3.9662 3.5916
H 5.3052 -2.3228 3.5409
H 2.6670 -3.8292 4.1839
H 0.6709 -2.3881 5.3840
H -0.0595 -0.0620 5.4727
H 1.6906 1.6702 5.4141
H 2.2073 4.0049 4.0928
H -0.8896 5.5384 2.7549
H -1.5098 4.4325 1.5116
H -0.6563 5.9060 1.0426
H 1.5712 5.8346 3.1123
H 1.7303 6.1673 1.3937
H 2.7350 4.9211 2.1232
H 0.1377 3.2488 -0.0296
H 1.8547 3.1494 0.4452
H 1.2103 4.6227 -0.2887
H -2.4036 0.6381 5.2961
H -4.6380 -0.0041 3.8449
H -3.3494 -3.4129 1.0400
H -2.9550 -2.1043 -0.0720
H -4.5991 -2.7406 -0.0217
H -5.1117 -2.9687 2.9096
H -6.1451 -2.3994 1.5938
H -5.9059 -1.3909 3.0051
H -3.7574 0.2338 0.3503
H -5.0268 0.5491 1.5406
H -5.3738 -0.4423 0.1218
C 0.1600 -3.4494 -1.1317
C -0.7939 -2.8877 -2.1443
C -1.2700 -3.7708 -3.1469
C -2.1414 -3.3080 -4.0759
C -2.5717 -1.9616 -4.0251
C -3.4876 -1.4559 -4.9792
C -3.8895 -0.1565 -4.8917
C -3.4013 0.6684 -3.8624
C -2.5072 0.2255 -2.9134
S -2.0017 1.3436 -1.6454
C -2.0712 -1.1365 -3.0007
N -1.1681 -1.6279 -2.0759
H 0.8854 -4.1038 -1.6164
H -0.3852 -4.0192 -0.3764
H 0.7460 -2.6707 -0.6428
H -0.9160 -4.7922 -3.1539
H -2.5149 -3.9493 -4.8642
H -3.8520 -2.1123 -5.7578
H -4.5905 0.2541 -5.6068
H -3.7408 1.6936 -3.8019
C 2.2446 0.8026 -3.0554
C 1.6866 0.0713 -1.8734
O 2.0794 -1.0689 -1.5677
H 3.0897 0.2889 -3.5267
H 2.5264 1.8158 -2.7646
H 1.4302 0.9262 -3.7749
*
```

As for the expectation value of S²: 2.004. The value obtained for the frontier orbital gap (alpha / beta) is 7.2 / 7.2 eV.

---

No. 3
The following is a DFT calculation (ωB97M-V/def2-TZVPD) of a structure of composition C33H45BiCl5F3N4O2Se2Si.

Structure (ORCA input):
```
! RIJCOSX wB97M-V def2-TZVPD def2/J DEFGRID3
* xyz 0 1
Bi 0.0759 0.2789 0.3901
C 4.0362 -0.5623 0.5032
N 3.4822 0.5917 1.1990
C 4.0705 0.6495 2.5279
C 3.6959 1.8225 0.4553
C 2.8485 1.9514 -0.8079
N 1.4106 2.3199 -0.6836
C 1.2636 3.6948 -0.1893
C 0.8564 2.3066 -2.0480
H 3.5555 -0.7082 -0.4602
H 3.8667 -1.4532 1.1072
H 5.1210 -0.4548 0.3375
H 5.1709 0.6022 2.5017
H 3.7017 -0.1965 3.1109
H 3.7914 1.5699 3.0391
H 4.7484 1.9054 0.1331
H 3.5094 2.6616 1.1260
H 2.8705 1.0113 -1.3517
H 3.3241 2.7076 -1.4470
H 1.6247 4.3981 -0.9499
H 1.8362 3.8656 0.7113
H 0.2130 3.9087 0.0070
H 1.3807 3.0258 -2.6891
H -0.2000 2.5726 -2.0096
H 0.9878 1.3191 -2.4722
Se -0.3386 -3.6592 3.1008
Se -1.3648 -1.7316 2.2779
C -0.9963 -0.7509 3.9103
C -1.9620 -0.6205 4.8959
C -1.5857 -0.0028 6.0794
C -0.2805 0.4383 6.2253
C 0.6042 0.2523 5.1726
N 0.2515 -0.3295 4.0309
C 0.9752 -4.0443 1.7434
C 1.5490 -5.3060 1.6943
C 2.4730 -5.5550 0.6907
C 2.7792 -4.5495 -0.2104
C 2.1458 -3.3267 -0.0694
N 1.2530 -3.0714 0.8908
H -2.9611 -1.0016 4.7374
H -2.2994 0.1154 6.8843
H 0.0462 0.9134 7.1399
H 1.6361 0.5771 5.2373
H 1.2624 -6.0636 2.4114
H 2.9387 -6.5289 0.6104
H 3.4789 -4.6858 -1.0229
H 2.3504 -2.5220 -0.7592
Cl -3.5335 0.7854 1.6452
C -2.4080 2.0163 2.0340
C -1.0342 1.8164 1.8397
C -0.2340 2.7470 2.5063
Cl 1.4041 2.3555 2.8402
C -0.7240 3.9342 3.0564
Cl 0.3485 5.0965 3.7283
C -2.0891 4.1810 3.0460
Cl -2.7172 5.6651 3.6272
C -2.9402 3.1752 2.6016
Cl -4.6399 3.3886 2.7219
F 3.0160 -0.9203 -5.2904
C 3.3182 -0.4788 -4.0597
F 2.9342 0.8176 -4.0082
F 4.6598 -0.4813 -3.9509
C 2.6525 -1.3547 -2.9295
O 3.0010 -2.5286 -2.9118
O 1.8644 -0.7174 -2.1836
C -0.8736 0.2711 -3.4731
Si -1.7021 -0.1608 -1.8136
C -3.3608 0.8768 -1.9600
C -3.1347 2.2689 -1.3465
C -3.7376 1.1265 -3.4308
C -4.5827 0.1671 -1.3252
C -2.0089 -2.0721 -2.0833
C -2.3224 -2.8577 -0.8093
C -3.1611 -2.3046 -3.0696
C -0.7413 -2.6888 -2.6929
H -1.4447 -0.2069 -4.2722
H 0.1428 -0.1120 -3.5286
H -0.8508 1.3381 -3.6907
H -2.4572 2.8534 -1.9762
H -2.7003 2.2298 -0.3532
H -4.0791 2.8188 -1.2841
H -2.9932 1.7290 -3.9504
H -4.6868 1.6708 -3.4631
H -3.8696 0.1935 -3.9800
H -4.3134 -0.6117 -0.6158
H -5.1837 -0.3089 -2.1014
H -5.2297 0.8826 -0.8124
H -3.1569 -2.4351 -0.2443
H -1.4414 -2.8977 -0.1707
H -2.5822 -3.8912 -1.0605
H -4.1205 -1.9949 -2.6542
H -3.2227 -3.3717 -3.3023
H -2.9990 -1.7732 -4.0094
H 0.1468 -2.4514 -2.1127
H -0.5687 -2.3420 -3.7117
H -0.8403 -3.7787 -2.7266
*
```

The value obtained for the frontier orbital gap is 7.1 eV.

---

No. 4
The following is a DFT calculation (ωB97M-V/def2-TZVPD) of a cluster of 2 separate species, C33H45F3N4O8 in total.

Structure (ORCA input):
```
! RIJCOSX wB97M-V def2-TZVPD def2/J DEFGRID3
* xyz 0 1
C -4.3626 -0.1264 2.8604
C -2.7635 -0.1696 2.6536
C -2.3330 -1.6764 2.8131
C -0.8333 -1.9910 2.3324
C -0.5522 -3.4488 2.9655
O -1.7499 -4.2247 3.1111
N -1.3683 -5.5571 3.1828
O -2.2311 -6.1655 3.6975
N 0.1955 -1.1183 2.9448
C 0.5611 0.1363 2.2382
O -0.0243 1.3363 2.8291
C 0.9952 2.0539 3.4056
N 1.7482 2.8975 3.6085
C 0.3205 0.1564 0.6839
C 1.2245 1.2771 0.0539
C 0.3058 2.5325 -0.2975
O 0.1767 3.4420 0.7954
C 0.3777 -1.3032 0.0142
C -0.0594 -1.1285 -1.4929
C 0.2591 -2.3143 -2.4864
C -1.0618 -2.5683 -3.3703
C -0.7246 -3.1065 -4.8143
O -1.5126 -2.9875 -5.7132
O 0.4917 -3.7313 -5.1298
C 1.6844 -2.1337 0.3004
C 3.0439 -1.3683 0.3608
C 3.7168 -1.2665 1.6874
C 4.9891 -0.5932 1.9102
C 5.6854 0.0480 0.7911
C 5.0673 -0.0642 -0.5347
C 3.7776 -0.7581 -0.7604
C 3.2376 -0.8344 -2.2194
C -0.8736 -2.0464 0.7529
C -1.2049 -3.4611 0.1737
C -2.5825 -3.6924 -0.2758
C -3.1013 -4.9386 -0.8481
C -2.0622 -6.0059 -0.9348
C -0.7445 -5.6446 -0.4122
N -0.2968 -4.4778 0.1107
H -4.5613 -0.0421 3.9574
H -4.7920 -1.0966 2.4799
H -4.7968 0.7094 2.2531
H -2.3575 0.4970 3.4698
H -2.5869 0.2690 1.6372
H -3.0239 -2.2881 2.1699
H -2.4515 -1.9408 3.9075
H -0.1945 -3.2251 4.0252
H 0.2968 -3.9830 2.4672
H 1.0702 -1.6487 3.1116
H -0.1348 -0.8606 3.8955
H 1.6749 0.2774 2.3838
H -0.7528 0.4925 0.5417
H 1.7454 1.0154 -0.8961
H 1.9946 1.6639 0.7726
H -0.6816 2.2334 -0.7468
H 0.8684 3.0868 -1.1117
H -0.4793 4.1075 0.5146
H 0.3449 -0.1983 -1.9910
H -1.1828 -0.9817 -1.5187
H 0.4811 -3.3018 -2.0106
H 1.0640 -2.1081 -3.2352
H -1.7122 -3.3398 -2.8687
H -1.6778 -1.6415 -3.4968
H 0.6801 -4.4673 -4.5186
H 1.8455 -3.0031 -0.4032
H 1.5790 -2.6360 1.3122
H 3.1943 -1.7460 2.5652
H 5.3819 -0.5985 2.9617
H 6.6542 0.5511 1.0022
H 5.6152 0.4181 -1.3815
H 4.0787 -0.5104 -2.9031
H 3.0569 -1.9148 -2.4577
H 2.3790 -0.1581 -2.4484
H -1.7499 -1.3934 0.4598
H -3.3112 -2.8392 -0.1934
H -4.1412 -5.0914 -1.2117
H -2.2666 -7.0170 -1.3545
H 0.0167 -6.4739 -0.4537
C -2.0495 8.5948 -1.8968
C -1.3155 7.9639 -3.0716
O 0.0870 7.9145 -2.9110
C 0.6696 6.8271 -2.1307
O 0.2473 5.6565 -2.5482
C 0.5137 7.0257 -0.5816
F 0.6714 8.3322 -0.2353
F 1.4745 6.3571 0.1045
F -0.6747 6.6341 -0.0641
H -1.4986 9.4503 -1.5014
H -3.0452 8.9268 -2.2079
H -2.1926 7.8815 -1.0877
H -1.4779 8.6097 -3.9414
H -1.7413 6.9910 -3.3345
H 1.7489 7.0415 -2.2665
*
```

The value obtained for the frontier orbital gap is 4.0 eV.

---

No. 5
The following is a DFT calculation (ωB97M-V/def2-TZVPD) of a structure of composition C33H45F6KN6O5S2Te.

Structure (ORCA input):
```
! RIJCOSX wB97M-V def2-TZVPD def2/J DEFGRID3
* xyz -1 2
K -0.4358 1.7907 0.9021
N 2.3551 1.7016 1.2406
C 3.4010 2.5750 0.7390
C 3.0900 4.0234 1.1178
N 1.7152 4.4589 0.8860
C 1.5186 5.0197 -0.4445
C 1.3082 3.9931 -1.5534
N -0.0046 3.3632 -1.4292
C 1.2370 5.3809 1.9146
C 1.2793 4.8412 3.3429
N 0.7422 3.4872 3.4131
H 2.0303 2.0107 2.1557
H 2.6329 0.7298 1.2882
H 3.4908 2.4506 -0.3433
H 4.3964 2.3561 1.1517
H 3.8069 4.6920 0.6122
H 3.2885 4.1027 2.1859
H 2.3606 5.6800 -0.7169
H 0.6243 5.6502 -0.4155
H 2.0601 3.2101 -1.4882
H 1.4534 4.4977 -2.5178
H -0.0875 2.5462 -2.0264
H -0.7391 4.0053 -1.7040
H 0.1928 5.5996 1.6732
H 1.7805 6.3428 1.8937
H 0.7319 5.5639 3.9628
H 2.3019 4.8252 3.7269
H -0.2139 3.4956 3.0653
H 0.6842 3.1669 4.3738
F -5.4937 1.8714 3.7880
C -4.7120 2.2753 2.7874
F -5.1409 3.4703 2.3720
F -4.8031 1.4135 1.7883
S -2.9758 2.4591 3.3607
O -2.2745 2.9949 2.1978
O -3.0099 3.3074 4.5200
N -2.6683 0.9524 3.6438
S -1.2756 0.3455 4.0461
O -0.8001 0.7698 5.3353
O -0.3010 0.3203 2.9700
C -1.7828 -1.4167 4.1711
F -0.6869 -2.1473 4.3819
F -2.3606 -1.8166 3.0493
F -2.6210 -1.6130 5.1891
C 2.6030 -7.6249 1.2480
C 2.0710 -6.2550 0.9122
C 2.9059 -5.2591 0.4216
C 2.4231 -3.9915 0.1109
C 3.3929 -2.9602 -0.4091
C 1.0621 -3.7048 0.2847
Te 0.2643 -1.6595 -0.0477
N -1.2896 -0.1292 -0.7022
C -2.5465 -0.5446 -0.7699
O -3.0250 -1.6740 -0.5495
C -3.5348 0.5468 -1.2049
C -3.2706 1.9101 -1.1059
C -4.2229 2.8451 -1.4927
C -5.4496 2.4327 -1.9937
C -5.7197 1.0740 -2.0934
C -4.7711 0.1438 -1.6939
C 0.6784 -1.7504 -2.1243
C 1.5576 -0.8317 -2.7056
C 2.2323 0.2649 -1.9246
C 1.8354 -0.9283 -4.0708
C 1.2569 -1.9046 -4.8633
C 1.5641 -1.9961 -6.3361
C 0.3586 -2.7823 -4.2687
C 0.0459 -2.7184 -2.9160
C -0.9763 -3.6722 -2.3580
C 0.2044 -4.6997 0.7698
C -1.2818 -4.5071 0.9715
C 0.7295 -5.9554 1.0789
H 3.6845 -7.6666 1.1175
H 2.1555 -8.3859 0.6052
H 2.3739 -7.8926 2.2812
H 3.9619 -5.4721 0.2819
H 4.4119 -3.3477 -0.4028
H 3.3562 -2.0596 0.2079
H 3.1390 -2.6667 -1.4306
H -2.3374 2.2786 -0.7095
H -4.0084 3.9024 -1.3850
H -6.1907 3.1640 -2.2926
H -6.6776 0.7406 -2.4750
H -4.9695 -0.9194 -1.7353
H 1.5693 0.7338 -1.2012
H 2.6173 1.0284 -2.6048
H 3.0801 -0.1377 -1.3604
H 2.5160 -0.2113 -4.5205
H 2.3226 -1.2664 -6.6196
H 0.6699 -1.8068 -6.9336
H 1.9301 -2.9902 -6.5998
H -0.1306 -3.5356 -4.8795
H -1.5373 -4.1335 -3.1717
H -1.6787 -3.1539 -1.7002
H -0.4915 -4.4658 -1.7836
H -1.6463 -3.5463 0.6124
H -1.5393 -4.5964 2.0294
H -1.8315 -5.2864 0.4379
H 0.0581 -6.7219 1.4579
*
```

As for the expectation value of S²: 0.768. The value obtained for the frontier orbital gap (alpha / beta) is 5.8 / 6.8 eV.